Entry 1:
DFT (ωB97M-V with the def2-TZVPD basis set) results for the molecule C6H10.

As for the LUMO energy (alpha / beta): -0.012 / -0.012 Ha. For the HOMO-LUMO gap (alpha / beta), the calculation gives 7.4 / 7.4 eV. As for the relative energy (zero: lowest compared OMol25 entry of this formula, charge and spin): 3.745 eV. As for the highest occupied orbital energy (alpha / beta): -7.70 / -7.70 eV. As for the spin multiplicity: 1. Its largest force on an atom is 0.0106 Eh/bohr.

CARTESIAN COORDINATES (ANGSTROEM)
C 2.67253 -0.25558 0.74741
H -0.58875 0.62798 -2.28309
C -0.48005 0.32225 -1.23992
C 1.23151 -0.44219 0.40487
H 3.10472 -1.15261 1.21225
C 0.80561 0.12389 -0.85085
C -1.87945 -0.14493 0.90282
H -1.28959 0.50167 1.55864
H 1.49424 0.46261 -1.63607
H 2.62123 0.46346 1.58403
C -1.79686 0.31181 -0.54231
H -1.48605 -1.15625 1.00518
H -2.92517 -0.12277 1.22958
H -2.17490 1.34472 -0.63771
H -2.46238 -0.28984 -1.17735
H 3.38986 0.14103 0.00571

---

Entry 2:
DFT (ωB97M-V with the def2-TZVPD basis set) results for a cluster of 7 separate species, C10H35N13O7 in total.

As for the LUMO energy: 0.001 Ha. The SMILES is COC[C@H](C)N.NC(N)=O.NC(N)=O.NC(N)=O.NC(N)=O.NC(N)=O.NC(N)=O. For the HOMO-LUMO gap, the calculation gives 9.3 eV. As for the relative energy (zero: lowest compared OMol25 entry of this formula, charge and spin): 0.500 eV. As for the highest occupied orbital energy: -9.24 eV. As for the spin multiplicity: 1. Its largest force on an atom is 0.0407 Eh/bohr.

CARTESIAN COORDINATES (ANGSTROEM)
N -6.75624 23.71210 8.57794
H -9.04301 23.99300 9.30358
H -2.43546 22.10440 9.87783
H -7.20037 30.41183 10.62224
C -6.51233 27.21303 11.75052
H -9.86106 26.46023 6.74285
H -9.36326 27.49633 10.45793
C -7.74875 18.22824 8.75806
N -4.56638 23.26013 11.92313
N -10.23242 27.07628 7.44710
O -10.24621 20.89356 10.78453
C -4.88764 23.21419 13.26431
H -5.64034 26.58660 11.51148
H -7.76874 20.55132 10.72863
N -2.69205 22.12101 8.90880
O -9.02740 25.81854 8.96878
H -5.91941 27.52074 9.16896
H -4.41719 22.01863 14.86983
H -7.20466 24.59484 8.39378
H -8.10709 20.19816 8.31820
O -7.02816 21.54478 9.23191
H -3.31759 24.13539 10.12063
H -7.80461 25.35568 13.05766
C -7.31174 29.60391 11.34292
H -3.83707 25.16077 8.87270
C -9.65981 26.83137 8.67033
C -7.90558 25.30582 11.96342
H -9.44774 19.05653 8.16938
N -4.09772 22.34592 13.97650
H -10.40245 28.61228 9.58126
C -9.62894 20.00649 11.35715
H -9.33690 22.36397 9.92531
H -8.35923 29.30211 11.38432
N -6.48813 18.61443 9.16382
C -3.07156 23.29448 8.31155
O -5.69058 23.96792 13.76811
H -11.21581 18.84005 11.99994
H -6.11589 19.53995 9.03795
H -2.44298 21.34380 8.32613
N -8.26044 19.93958 11.36747
H -5.86402 17.82744 9.21436
H -3.32632 21.85029 13.57124
H -8.91381 24.93880 11.79429
H -5.79071 23.56968 8.34484
H -7.85120 19.04721 11.58049
H -7.14243 24.58083 11.68364
N -8.46291 19.25895 8.19617
O -7.76812 26.63288 11.49450
H -7.43948 27.45096 9.37844
H -5.21685 23.72805 11.31385
H -7.00388 29.88310 12.34789
H -5.41447 28.74535 10.86403
N -10.21946 18.91714 11.93831
H -6.39241 27.50195 12.80190
C -6.47019 28.43733 10.82567
H -3.95373 22.59222 11.49648
N -6.69250 28.15435 9.38661
H -10.45296 28.03789 7.26288
N -3.64004 24.22136 9.16890
H -9.64115 18.22336 12.37333
N -8.74447 23.03371 9.43868
N -9.85704 27.77380 9.61889
C -7.49070 22.69235 9.09816
O -8.15234 17.08893 8.89181
O -3.15672 23.40955 7.10423

---

Entry 3:
DFT (ωB97M-V with the def2-TZVPD basis set) results for a cluster of 10 separate species, C50H55ClN6O8 in total.

As for the LUMO energy: 0.012 Ha. For the HOMO-LUMO gap, the calculation gives 8.1 eV. As for the relative energy (zero: lowest compared OMol25 entry of this formula, charge and spin): 0.000 eV. As for the highest occupied orbital energy: -7.78 eV. As for the spin multiplicity: 1. Its largest force on an atom is 0.2988 Eh/bohr.

CARTESIAN COORDINATES (ANGSTROEM)
C -3.95200 36.14100 44.67200
O 3.89500 32.17700 41.20800
O 5.18200 33.50700 38.41200
H 4.31800 35.20400 40.65800
C 6.83300 31.65400 34.97000
H 3.92600 38.03900 37.59300
H -1.05000 31.39500 35.32100
C 7.05700 36.12500 35.33300
H 1.55000 42.24800 35.34400
C 9.94100 37.67700 41.39300
C 6.13300 38.75400 35.59900
C 1.02000 38.47200 35.85800
C 7.90200 37.01600 35.85000
C 6.93600 32.20100 37.57100
Cl 6.55300 33.80300 42.00000
H 6.52100 37.54200 38.91800
H 3.12100 40.82600 36.26900
O 7.24200 30.98700 33.92700
H 0.86200 37.52200 36.10700
C 10.94200 38.17400 40.45300
H 4.16300 27.93900 39.48900
C 2.13100 30.55400 41.41300
C -2.00000 35.01100 45.40300
C 1.58100 29.30100 41.17400
H -4.97200 36.48000 44.54900
H 7.43200 31.96900 38.43500
H -1.35300 34.34800 45.90000
H 8.82600 36.63300 36.25600
H 5.84300 33.42000 39.22800
C 2.21700 28.35600 40.28500
C 7.43200 38.41600 36.10800
H 2.88900 40.61700 44.62600
C 9.45200 35.84800 39.77600
N 5.34400 37.79600 35.05900
C 1.64100 36.18200 41.33800
H 5.07000 32.37200 33.97100
H -0.76300 39.25700 42.72300
C 6.00700 36.66000 38.94700
H 6.53400 36.19100 39.73600
O 8.71900 34.65400 39.55600
C -1.22900 35.87100 44.67800
H 4.01400 40.74900 42.36200
H -1.03900 38.62100 34.84700
N 2.17100 39.08300 36.14500
C 5.14000 32.94700 36.14800
C 3.57200 28.72000 39.93500
H -0.94100 40.97000 34.62100
N 2.57500 36.28900 40.15700
C 2.25600 40.45900 36.07000
C 9.20000 36.35900 41.06600
H 11.88200 37.92200 38.50700
C 2.16500 31.63700 37.37300
C 0.97700 39.89700 41.51900
H 5.12800 36.12300 34.36900
C 0.10700 32.59400 36.54100
H 0.61900 36.68100 41.26600
O 1.49000 34.00800 37.91900
H 6.46100 30.92200 33.27500
C 1.54800 34.63900 41.60200
H 0.65300 29.18900 41.41400
H 8.27500 34.37900 40.18300
H 1.09800 34.38100 42.64900
C 3.03800 40.48000 42.53900
C 0.81600 30.26000 35.98600
O 11.80300 39.23000 40.69500
H 5.61100 39.71000 35.84100
H 7.45300 35.15900 35.26200
O 1.62200 27.09000 40.07100
H 2.17300 36.62800 42.17200
C 2.51400 40.22900 43.82200
C 10.33100 36.37100 38.86300
C -0.20400 31.26200 35.85600
H 3.12500 31.63400 37.89100
C 5.84400 32.96500 37.28200
H 9.71600 38.14000 42.41900
H 0.73300 27.01700 40.39900
H -3.45800 37.76800 43.14400
H 2.41500 34.12000 41.44300
C 2.00600 30.49600 36.64500
H -0.09400 35.93000 44.62000
H 5.13500 30.29400 39.94900
N -1.82400 36.88200 43.89200
C 1.13000 39.67400 43.85900
C -3.39300 35.19100 45.42900
O 0.68700 29.14900 35.30400
C 3.59900 37.41400 38.47600
H 2.84900 29.82400 36.59400
H 1.60100 31.35600 41.77000
N 4.47800 36.64400 39.14200
C -3.14000 37.00000 43.86900
C 3.46100 30.88600 41.04000
H 0.60300 39.45400 44.78400
H 1.46000 37.55700 38.92200
C 1.25500 41.19900 35.46000
H -0.59200 33.48400 36.47600
C 2.32900 37.24800 39.14400
H 0.96700 34.36400 40.73400
H 8.45300 35.82600 41.85000
C -0.10500 39.17700 35.32000
H 0.91400 28.28600 35.59800
C 0.32800 39.51400 42.77900
H 11.92900 39.32100 41.68200
H 4.29000 33.63800 36.11600
C 5.67600 32.43100 34.98800
H 4.75300 32.36800 41.30100
H -4.10000 34.56200 45.98800
C 11.12100 37.51500 39.18900
C 7.55600 31.49200 36.28200
C 0.04900 40.56100 35.22100
H 2.28100 33.67700 38.37100
H 10.39300 35.90000 37.97600
N 2.25500 40.33900 41.41100
H 0.41400 39.43600 40.62700
H 8.02900 38.92000 36.77100
H 6.62300 35.93300 38.07700
C 3.87800 35.95300 40.13200
C 1.33500 32.82800 37.27600
C 5.77400 36.51400 34.98100
H 8.62800 30.90200 36.41600
C 4.26300 30.01800 40.30100

---

Entry 4:
DFT (ωB97M-V with the def2-TZVPD basis set) results for a cluster of 8 separate species, C23H50N2O22S3 in total.

As for the LUMO energy: -0.024 Ha. For the HOMO-LUMO gap, the calculation gives 8.9 eV. As for the relative energy (zero: lowest compared OMol25 entry of this formula, charge and spin): 2.614 eV. As for the highest occupied orbital energy: -9.59 eV. As for the spin multiplicity: 1. Its largest force on an atom is 0.2780 Eh/bohr.

CARTESIAN COORDINATES (ANGSTROEM)
O -35.79900 11.87419 7.60004
O -48.20802 10.01597 6.65296
O -39.89826 9.14607 5.20760
S -36.81360 12.88904 6.72795
O -38.08728 4.75391 0.47471
H -37.85816 10.65165 -0.51978
H -48.66600 9.79398 4.10009
H -39.84259 4.71287 5.76466
H -34.41728 13.42900 8.04663
O -40.91397 7.32422 5.38099
H -41.91694 8.55769 1.34402
O -42.25997 11.54409 9.18915
H -40.81042 11.51589 2.72230
H -36.26673 7.20668 5.96484
H -41.61063 6.05859 -0.45591
H -38.81614 4.90512 3.88483
H -37.13292 11.87868 -2.31336
H -41.62258 11.38786 7.45499
H -42.80294 5.20019 0.17094
H -50.04975 9.13176 4.48573
O -43.07000 11.26740 11.23551
H -44.97558 6.41388 5.61021
H -38.43706 3.89137 0.38672
O -43.19252 9.64563 9.60338
C -37.50959 5.76450 8.11388
H -36.90071 8.64609 7.80595
O -42.14924 9.12778 4.94912
C -37.71479 11.66498 -0.18984
O -37.27151 13.82353 7.74934
O -37.56310 6.90780 8.64482
C -40.96451 7.89950 1.59341
C -38.02817 11.85788 6.20065
O -37.36938 5.68816 6.82428
C -37.67366 7.89399 7.58138
C -44.95821 7.02585 6.23127
O -37.51856 11.85362 3.02594
H -43.33792 11.16265 7.37928
C -33.71333 11.56728 8.89618
H -44.26906 6.82279 6.89395
H -37.68605 11.16224 5.39408
H -38.49569 8.55420 7.39262
O -40.77298 3.17986 4.88821
O -37.61841 4.69558 8.84948
H -43.02419 8.79961 7.60781
N -41.39816 6.46483 1.39322
C -42.38804 6.10913 2.51485
O -38.94544 9.89449 2.08412
C -42.22769 6.21762 0.30493
H -40.59239 4.57390 1.52380
H -38.90250 12.57161 5.95173
C -42.40332 10.90915 7.92556
C -37.81467 12.37242 -1.53363
C -39.57905 3.76730 5.40224
H -39.87922 5.50836 2.52908
H -46.08589 8.14801 7.73548
C -42.88078 10.81731 10.04926
O -48.95968 7.65030 6.83210
C -38.56993 3.86423 4.29826
H -42.97623 7.03000 -0.01028
S -48.37823 8.74054 6.03952
H -39.08520 3.04253 6.17220
O -38.58103 12.04515 0.78091
O -46.88386 8.10951 5.79341
O -39.13399 3.03251 3.28212
H -35.39879 12.81557 9.31316
C -39.14140 5.64359 0.26817
C -42.52243 9.39062 8.30690
H -39.41244 5.54403 -0.69270
H -40.24350 8.03996 0.67114
C -46.23808 7.54382 6.81523
H -38.82977 12.39501 -1.93451
H -34.03734 10.63148 9.49762
H -37.48808 3.63947 4.58433
H -38.14405 7.20723 5.55116
C -40.10237 11.99681 3.02041
H -42.05274 6.48943 3.51691
H -40.10581 13.24457 2.94045
H -36.65051 11.62507 0.25378
H -38.74541 6.60456 0.10393
H -38.35428 11.19007 6.91418
C -37.32896 7.09596 6.33705
C -40.39351 2.70614 3.59866
H -40.55210 8.19136 2.58089
H -41.52695 9.11738 8.49043
O -41.05409 1.95171 2.82735
C -40.21942 5.57338 1.40787
H -49.21606 7.96435 3.72620
H -44.53889 7.77503 5.69576
H -33.09124 11.13005 8.06148
H -39.88786 11.54812 4.03293
O -36.08026 13.34109 5.62986
C -49.10631 8.83250 4.45401
N -40.99389 8.54675 5.29185
H -42.54763 5.09750 2.36039
H -37.25982 13.31544 -1.36385
H -33.08210 12.02213 9.60357
H -43.37744 6.63045 2.25217
S -38.67053 11.35200 2.22936
C -34.82381 12.48437 8.44447
H -46.93848 6.67478 7.17027